#a
Density functional theory data (wB97M-V/def2-TZVPD) for an isolated molecule of C4H6N2O2.

Properties
SMILES: NC(=O)/C=C\C=N/O
Orbital gap (Eh): 0.3831
LUMO (Ha): 0.0218

Structure (ORCA input):
```
! wB97M-V def2-TZVPD RIJCOSX def2/J DEFGRID3
* xyz 0 1
O 2.9778 -0.1430 0.2185
O -1.7273 -0.8968 -0.7324
N 1.1265 -1.3655 0.1559
N -1.9476 -0.4414 0.5595
C 1.7977 -0.1887 0.0102
C -0.3586 1.2795 -0.1851
C 0.9196 1.0381 -0.4548
C -1.3121 0.6411 0.7614
H 0.1149 -1.3826 -0.0583
H -2.4708 -1.5061 -0.8391
H 1.6667 -2.1950 0.3614
H -1.4733 1.1136 1.7174
H 1.4973 1.8390 -0.9077
H -0.8109 2.2079 -0.6069
*
```

---

#b
Density functional theory data (wB97M-V/def2-TZVPD) for an isolated molecule of C4H6N2O2.

Properties
SMILES: O=[N+]([O-])[C@@H]1C=NCC1
Orbital gap (Eh): 0.3920
LUMO (Ha): 0.0060

Structure (ORCA input):
```
! wB97M-V def2-TZVPD RIJCOSX def2/J DEFGRID3
* xyz 0 1
O 1.9038 0.7907 -1.0422
O 2.8891 -0.2185 0.5797
N -1.0937 -1.2680 -0.5707
N 1.9063 0.1832 0.0006
C 0.6125 -0.1411 0.6166
C -0.5820 0.9534 0.2287
C -1.5667 0.0876 -0.5742
C 0.0124 -1.3917 0.0020
H 0.5083 -2.3465 0.0687
H -2.5752 0.1078 -0.1567
H 0.7661 -0.2477 1.6906
H -0.1458 1.7476 -0.3671
H -1.6282 0.3962 -1.6222
H -1.0069 1.3471 1.1463
*
```

---

Stability, lowest: #b